Here is an isolated molecule of C5H8N2O at a distorted geometry from the Open Molecules 2025 dataset. Energies are from ωB97M-V/def2-TZVPD.

Element x y z (Å)
C (-1.961, -0.195, 0.583)
C (-0.863, 0.756, 0.172)
O (-0.985, 1.955, 0.288)
C (0.254, 0.180, -1.122)
N (1.381, 0.999, -0.718)
C (1.629, 0.364, 0.548)
C (1.494, -0.984, 0.340)
N (0.673, -1.134, -0.760)
H (-1.650, -0.789, 1.438)
H (-2.208, -0.897, -0.212)
H (-2.871, 0.350, 0.820)
H (-0.122, 0.306, -2.141)
H (1.102, 1.968, -0.612)
H (2.297, 0.845, 1.238)
H (1.815, -1.821, 0.934)
H (0.016, -1.903, -0.796)

Properties
Charge: 0
E_HOMO in Ha: -0.27133
M in g/mol: 112.13
SMILES: CC(=O)C1NC=CN1
LUMO energy in eV: 0.8
Energy above the lowest of the compared OMol25 structures with the same formula, charge and spin in kcal/mol: 59.53

These are the Mulliken partial charges, in e, on atoms 1 to 6: -1.2267 0.8825 -0.5811 -0.1714 -0.4572 -0.3837